1.
75
Properties=species:S:1:pos:R:3:lowdin_charge:R:1 method="wB97M-V/def2-TZVPD" charge=+1 e_tot_ev=-51480.875 homo_ev=-10.73 homo_lumo_gap_ev=7.91
C -2.5301 2.8565 1.9265 -0.101
C -1.7843 1.7492 1.1888 -0.265
C -0.2680 1.8868 1.3127 -0.208
C 0.4386 0.6293 0.8252 -0.181
N 1.9007 0.8396 0.5791 0.084
C 2.2398 1.1711 -0.6996 -0.370
N 2.5537 2.3679 -1.1696 0.222
C 2.8466 2.1726 -2.4672 -0.339
N 3.2110 3.1338 -3.2898 0.029
N 3.4881 2.9415 -4.6619 0.078
N 2.6897 0.8778 -2.8124 0.146
N 2.3290 0.2275 -1.6549 0.150
H -3.5615 2.9350 1.5876 0.074
H -2.0407 3.8184 1.7577 0.075
H -2.5283 2.6621 2.9991 0.077
H -2.0698 0.7746 1.5938 0.111
H -2.0439 1.7582 0.1268 0.111
H -0.0139 2.0190 2.3699 0.122
H 0.0841 2.7641 0.7632 0.116
H 0.3540 -0.1318 1.6015 0.098
H -0.0363 0.2241 -0.0700 0.114
H 2.2232 1.6086 1.1602 0.138
H 3.2371 4.0679 -2.9129 0.151
H 4.1761 3.6285 -4.9483 0.105
H 3.9085 2.0275 -4.7899 0.085
H 2.8018 0.4097 -3.6944 0.172
H 2.1637 -0.7619 -1.5836 0.182
F 0.5000 -2.5375 2.3519 0.038
C -0.6452 -2.9795 1.7811 -0.290
C -0.7851 -2.8299 0.4191 -0.037
C -1.9603 -3.2503 -0.1862 -0.081
C -2.9679 -3.8171 0.5824 -0.105
C -2.8017 -3.9535 1.9550 -0.057
C -1.6314 -3.5307 2.5710 -0.005
H 0.0175 -2.3787 -0.1497 0.098
H -2.0897 -3.1358 -1.2542 0.109
H -3.8855 -4.1470 0.1147 0.108
H -3.5891 -4.3911 2.5528 0.115
H -1.4798 -3.6312 3.6373 0.122
F -4.9762 -7.1312 -0.2255 0.051
C -3.9467 -7.7505 -0.8438 -0.281
C -4.1403 -9.0131 -1.3643 -0.012
C -3.0735 -9.6337 -1.9979 -0.078
C -1.8450 -8.9947 -2.0988 -0.095
C -1.6812 -7.7246 -1.5638 -0.083
C -2.7394 -7.0894 -0.9297 -0.015
H -5.1047 -9.4930 -1.2707 0.120
H -3.2048 -10.6231 -2.4144 0.107
H -1.0181 -9.4874 -2.5914 0.101
H -0.7242 -7.2247 -1.6350 0.102
H -2.6391 -6.1002 -0.5075 0.083
F -1.6382 -0.3504 6.9129 0.062
C -0.3519 -0.1816 6.5519 -0.285
C 0.0530 -0.6330 5.3122 -0.020
C 1.3776 -0.4552 4.9403 -0.094
C 2.2726 0.1576 5.8064 -0.096
C 1.8384 0.5983 7.0495 -0.078
C 0.5152 0.4333 7.4323 -0.009
H -0.6605 -1.1144 4.6561 0.104
H 1.7075 -0.8035 3.9699 0.089
H 3.3062 0.2887 5.5162 0.100
H 2.5333 1.0719 7.7294 0.108
H 0.1549 0.7709 8.3942 0.121
F 1.5718 8.8886 -7.0778 0.073
C 1.6848 8.2943 -5.8801 -0.282
C 2.0407 6.9613 -5.8327 -0.010
C 2.1557 6.3565 -4.5900 -0.100
C 1.9129 7.0742 -3.4270 -0.102
C 1.5557 8.4133 -3.5065 -0.074
C 1.4405 9.0351 -4.7401 -0.002
H 2.2176 6.4201 -6.7519 0.120
H 2.4285 5.3115 -4.5456 0.059
H 1.9968 6.5976 -2.4582 0.095
H 1.3630 8.9778 -2.6048 0.110
H 1.1662 10.0772 -4.8268 0.124

2.
7
Properties=species:S:1:pos:R:3:nbo_charge:R:1 method="wB97M-V/def2-TZVPD" relative_energy_kcal_mol=26.6 charge=0 e_tot_ev=-45562.510 homo_ev=-9.79 homo_lumo_gap_ev=9.09
O 0.8673 -1.1778 -0.3635 -0.986
P 0.9632 0.7417 -0.6899 1.109
S 0.9318 1.0563 -2.5947 -0.382
S -0.6872 0.9058 0.6733 -0.176
Cl 2.6736 1.1350 0.2533 -0.202
H 1.6997 -1.5922 -0.2032 0.478
H -0.7418 2.3042 0.3910 0.159

3.
7
Properties=species:S:1:pos:R:3:nbo_charge:R:1 method="wB97M-V/def2-TZVPD" relative_energy_kcal_mol=10.9 charge=-1 e_tot_ev=-11251.916 homo_ev=-3.37 homo_lumo_gap_ev=6.87
I -4.4841 0.2287 -1.0953 -0.998
C 1.0662 -0.1312 0.1082 -0.229
O 0.1301 0.7369 0.5486 -0.720
H 1.8048 -0.1491 0.9095 0.152
H 0.6864 -1.1496 0.0259 0.158
H 1.5250 0.1102 -0.8506 0.147
H -0.7284 0.3540 0.3538 0.491